1.
Density functional theory data (ωB97M-V/def2-TZVPD) for a structure of composition C46H56BN7OPS3Ta.

The net charge is +2. The total energy comes out at -105103.4498 eV. For the HOMO-LUMO gap, the calculation gives 0.250 hartree.

Atoms and positions in Å:
1 Ta 13.27 11.93 11.72
2 C 12.74 7.60 13.70
3 C 11.79 7.96 14.88
4 C 10.37 8.04 14.43
5 C 11.92 6.91 16.00
6 N 12.25 9.27 15.49
7 C 12.97 9.43 16.71
8 C 13.14 10.78 16.78
9 N 12.65 11.48 15.65
10 B 12.62 13.05 15.76
11 N 13.80 13.93 15.19
12 C 13.82 15.20 15.66
13 C 15.00 15.78 15.29
14 N 15.69 14.80 14.51
15 C 14.88 13.73 14.39
16 S 15.12 12.18 13.68
17 C 17.02 15.14 13.73
18 C 16.77 15.45 12.23
19 C 17.90 13.95 13.86
20 C 17.54 16.32 14.44
21 N 11.24 13.43 14.99
22 C 10.02 13.34 15.64
23 C 9.09 13.72 14.78
24 N 9.67 14.04 13.55
25 C 11.02 13.78 13.69
26 S 12.07 13.91 12.31
27 C 8.97 14.93 12.53
28 C 7.58 15.19 13.00
29 C 8.90 14.14 11.19
30 C 9.78 16.26 12.46
31 C 12.18 10.49 14.85
32 S 11.51 10.76 13.23
33 H 12.51 6.58 13.48
34 H 13.80 7.67 13.93
35 H 12.60 8.24 12.81
36 H 10.08 6.99 14.18
37 H 10.16 8.60 13.53
38 H 9.68 8.29 15.25
39 H 11.66 5.89 15.65
40 H 11.18 7.11 16.80
41 H 12.95 6.88 16.37
42 H 13.19 8.64 17.38
43 H 13.47 11.38 17.57
44 H 12.52 13.41 16.88
45 H 13.08 15.51 16.33
46 H 15.14 16.81 15.50
47 H 16.45 14.57 11.75
48 H 17.73 15.73 11.77
49 H 16.14 16.30 12.05
50 H 17.55 13.07 13.30
51 H 18.07 13.78 14.89
52 H 18.85 14.23 13.41
53 H 16.90 17.20 14.44
54 H 18.38 16.79 13.89
55 H 17.72 16.13 15.50
56 H 10.02 12.98 16.65
57 H 8.04 13.81 15.03
58 H 6.93 14.35 13.03
59 H 7.09 15.95 12.38
60 H 7.66 15.64 14.01
61 H 8.66 13.05 11.40
62 H 9.90 14.17 10.64
63 H 8.14 14.61 10.44
64 H 10.06 16.54 13.46
65 H 9.14 16.97 11.98
66 H 10.65 16.15 11.80
67 C 8.08 8.33 10.64
68 C 8.30 9.65 11.11
69 C 9.51 10.23 10.91
70 C 10.53 9.53 10.16
71 C 10.33 8.26 9.71
72 C 9.07 7.66 9.94
73 P 12.00 10.55 9.85
74 C 13.15 9.60 8.87
75 C 13.58 10.14 7.65
76 C 14.68 9.54 7.04
77 C 15.41 8.50 7.64
78 C 14.99 7.97 8.84
79 C 13.80 8.46 9.43
80 C 11.37 11.97 8.80
81 C 10.45 11.79 7.81
82 C 10.13 12.85 6.97
83 C 10.78 14.05 7.13
84 C 11.68 14.33 8.13
85 C 12.44 15.54 8.29
86 C 13.45 15.68 9.21
87 C 13.84 14.55 10.00
88 C 13.12 13.38 9.98
89 C 12.03 13.18 9.02
90 H 7.20 7.75 10.66
91 H 7.58 10.18 11.65
92 H 9.76 11.18 11.32
93 H 11.13 7.76 9.16
94 H 8.91 6.63 9.61
95 H 13.12 11.06 7.31
96 H 15.07 9.87 6.02
97 H 16.29 8.16 7.15
98 H 15.55 7.23 9.39
99 H 13.53 8.10 10.41
100 H 10.00 10.81 7.67
101 H 9.40 12.73 6.19
102 H 10.65 14.87 6.43
103 H 12.21 16.34 7.61
104 H 14.03 16.56 9.32
105 H 14.65 14.61 10.80
106 N 16.07 8.64 12.22
107 C 15.47 9.75 11.90
108 O 14.23 9.89 12.17
109 C 16.22 10.74 11.17
110 C 15.23 11.80 10.61
111 H 15.60 7.86 12.61
112 H 16.96 8.51 11.79
113 H 16.78 10.21 10.46
114 H 16.94 11.23 11.77
115 H 14.85 11.35 9.64
116 H 15.67 12.78 10.51

Mulliken atomic charge list, values in e, 99 entries: 1.50, -1.34, 1.27, -1.33, -1.95, 0.34, -0.81, -1.06, 0.45, 0.82, 0.65, -1.11, -0.78, 0.27, 0.17, -0.32, 1.68, -1.48, -1.60, -1.99, 0.48, -1.12, -0.77, 0.80, -0.72, 0.25, 1.29, -2.08, -0.79, -1.45, -0.57, 0.12, 0.56, 0.33, -0.08, 0.49, 0.01, 0.38, 0.39, 0.44, 0.52, 0.58, 0.73, -0.17, 0.75, 0.42, 0.10, 0.55, 0.42, 0.08, 0.48, 0.51, 0.47, 0.40, 0.48, 0.67, 0.68, 0.42, 0.40, 0.59, 0.00, -0.02, 0.47, 0.36, 0.52, 0.20, -1.06, -0.26, -0.10, 0.65, -0.53, -0.64, 1.97, 0.32, -0.81, -0.65, -0.74, -0.81, -0.22, 0.25, -0.57, -1.33, -0.64, 1.22, -1.11, -0.83, 1.51, -1.35, 0.35, 0.46, 0.62, -0.50, 0.41, 0.47, 0.45, 0.33, 0.49, 0.50, 0.36


2.
Density functional theory data (ωB97M-V/def2-TZVPD) for a structure of composition C42H41BrO2P2Sn.

The net charge is +2. The total energy comes out at -142746.3576 eV. For the HOMO-LUMO gap (alpha / beta), the calculation gives 0.176 / 0.105 hartree.

Atoms and positions in Å:
1 Sn -1.84 1.60 -0.59
2 C 1.48 -0.92 2.19
3 C 2.28 0.08 1.81
4 C 3.49 -0.02 0.93
5 C 3.29 0.14 -0.61
6 C 2.30 -0.80 -1.22
7 C 1.79 -1.91 -0.67
8 C 2.33 -2.69 0.48
9 C 1.59 -2.36 1.80
10 C -1.67 0.36 -2.38
11 H 0.73 -0.73 2.96
12 H 2.15 1.08 2.26
13 H 4.00 -0.98 1.13
14 H 4.17 0.80 1.22
15 H 2.98 1.17 -0.85
16 H 4.27 0.03 -1.10
17 H 1.93 -0.48 -2.19
18 H 0.82 -2.28 -1.02
19 H 3.41 -2.57 0.56
20 H 2.11 -3.74 0.27
21 H 0.58 -2.76 1.72
22 H 2.07 -2.89 2.63
23 H -2.65 -0.09 -2.59
24 H -0.91 -0.43 -2.30
25 H -1.40 1.07 -3.18
26 P 4.67 7.45 -3.37
27 P 4.60 5.89 -6.19
28 C 6.13 6.54 -3.97
29 C 6.11 5.94 -5.19
30 C 5.43 9.02 -2.79
31 C 6.78 9.13 -2.45
32 C 7.30 10.34 -1.96
33 C 6.47 11.46 -1.83
34 C 5.13 11.38 -2.23
35 C 4.61 10.17 -2.72
36 C 4.34 6.48 -1.84
37 C 3.82 5.18 -2.02
38 C 3.56 4.38 -0.91
39 C 3.81 4.87 0.38
40 C 4.33 6.16 0.55
41 C 4.57 6.97 -0.55
42 C 5.39 6.37 -7.81
43 C 5.85 7.70 -7.93
44 C 6.52 8.11 -9.08
45 C 6.73 7.21 -10.13
46 C 6.27 5.89 -10.02
47 C 5.58 5.48 -8.88
48 C 4.38 4.09 -6.41
49 C 3.14 3.64 -6.90
50 C 2.95 2.28 -7.17
51 C 3.98 1.37 -6.93
52 C 5.20 1.81 -6.40
53 C 5.39 3.16 -6.12
54 H 7.00 6.46 -3.30
55 H 7.02 5.52 -5.63
56 H 7.44 8.28 -2.57
57 H 8.35 10.39 -1.67
58 H 6.87 12.39 -1.44
59 H 4.49 12.26 -2.16
60 H 3.56 10.12 -3.04
61 H 3.62 4.80 -3.03
62 H 3.15 3.37 -1.04
63 H 3.61 4.24 1.25
64 H 4.53 6.54 1.56
65 H 4.95 7.99 -0.42
66 H 5.69 8.40 -7.11
67 H 6.88 9.13 -9.16
68 H 7.26 7.53 -11.03
69 H 6.44 5.18 -10.83
70 H 5.21 4.45 -8.81
71 H 2.33 4.36 -7.07
72 H 2.00 1.94 -7.58
73 H 3.84 0.31 -7.15
74 H 6.01 1.11 -6.21
75 H 6.32 3.50 -5.68
76 Br -1.63 -3.40 -0.63
77 C -2.70 -3.21 0.93
78 C -3.21 -4.35 1.58
79 C -4.14 -4.20 2.61
80 C -4.49 -2.93 3.06
81 C -3.91 -1.79 2.48
82 C -3.01 -1.92 1.41
83 C -2.46 -0.69 0.75
84 O -3.28 0.05 0.05
85 O -1.23 -0.36 0.86
86 H -2.91 -5.35 1.25
87 H -4.58 -5.09 3.07
88 H -5.22 -2.81 3.86
89 H -4.15 -0.79 2.84

Mulliken charges in e: 0.80, -0.46, -0.40, -0.86, 0.16, -0.80, 0.60, -1.02, -0.24, -1.28, 0.44, 0.36, 0.31, 0.54, -0.34, 0.38, 0.42, -0.32, 0.43, 0.38, 0.05, 0.39, 0.36, 0.21, 0.43, 0.26, 0.20, -0.63, -0.57, 0.32, 0.14, -0.65, -0.49, -0.54, -0.36, 0.64, -0.70, -0.23, -0.45, -0.62, -0.47, 0.48, -0.34, -0.62, -0.46, -0.59, -0.30, 0.34, -0.41, -0.60, -0.52, -0.71, 0.04, 0.57, 0.82, 0.19, 0.41, 0.39, 0.39, 0.38, 0.34, 0.31, 0.41, 0.39, 0.34, 0.38, 0.38, 0.38, 0.39, 0.31, 0.39, 0.43, 0.43, 0.42, 0.38, 0.17, 0.46, -0.48, -0.54, -0.47, -0.38, 0.69, 0.43, -0.74, -0.47, 0.46, 0.43, 0.44, 0.50